A gas-phase ion, C11H15N2 (charge +1), computed with ωB97M-V/def2-TZVPD.

CARTESIAN COORDINATES (ANGSTROEM)
1 C -1.00129 2.08057 -2.54891
2 C -2.17115 -0.15231 -2.89598
3 C -1.32267 -0.53862 -0.01707
4 C 0.05645 2.26636 -1.83303
5 C -1.42813 0.70235 -2.25606
6 C -0.83036 0.39497 -0.95970
7 C -2.43785 -1.51974 -2.29121
8 C -2.31922 -1.52409 -0.75569
9 C 1.32690 0.45348 1.24309
10 C 1.19141 1.28074 0.03497
11 C 2.91767 -0.47271 2.89862
12 N 0.25969 1.30681 -0.83195
13 N 2.63207 0.37686 1.72933
14 H -1.20043 2.64971 -3.45349
15 H -2.55432 0.12480 -3.88180
16 H -1.17881 -0.59726 1.07918
17 H 0.66491 3.21136 -1.71696
18 H -3.56194 -1.73797 -2.54145
19 H -1.78071 -2.18744 -2.76913
20 H -1.99038 -2.57593 -0.46722
21 H -3.35028 -1.34380 -0.39107
22 H 0.72542 1.07792 2.00296
23 H 0.83485 -0.52915 1.10577
24 H 3.68770 -1.14259 2.65527
25 H 2.15853 -1.12793 3.24181
26 H 3.13729 0.13611 3.73537
27 H 1.89405 2.10207 0.05407
28 H 2.87011 1.28483 2.02146

Properties
net charge	+1
multiplicity	1
relative energy (zero: lowest compared OMol25 entry of this formula, charge and spin)	314.4	kJ/mol
highest occupied orbital energy	-12.134	eV
Kohn-Sham gap	7.683	eV
LUMO	-4.45	eV

The net atomic charges from natural (NBO), expressed in e, are:
1. C -0.15
2. C -0.07
3. C -0.10
4. C -0.03
5. C -0.14
6. C 0.09
7. C -0.44
8. C -0.45
9. C -0.28
10. C 0.28
11. C -0.42
12. N -0.28
13. N -0.61
14. H 0.27
15. H 0.23
16. H 0.25
17. H 0.24
18. H 0.25
19. H 0.23
20. H 0.25
21. H 0.24
22. H 0.22
23. H 0.24
24. H 0.21
25. H 0.20
26. H 0.20
27. H 0.22
28. H 0.36

=====

A single C11H15N3 molecule, computed with ωB97M-V/def2-TZVPD.

CARTESIAN COORDINATES (ANGSTROEM)
1 C -2.22267 -1.25377 -2.22795
2 C -2.70549 0.02638 -2.11264
3 C -1.23315 -1.77885 -1.47216
4 C -2.01269 0.80558 -1.21108
5 C -0.52644 -0.96166 -0.60131
6 C -0.90726 0.37481 -0.48495
7 C 1.05194 1.28907 0.38126
8 C 0.56690 -1.58072 0.17626
9 C 0.16827 -1.80245 1.61960
10 C 1.77707 -1.87699 -0.35099
11 C -0.87230 2.06422 1.43156
12 N 3.06752 1.32820 -0.70080
13 N 1.64101 1.14838 -0.72957
14 N -0.28108 1.14849 0.45215
15 H -2.73948 -1.99762 -2.88995
16 H -3.63038 0.31630 -2.48133
17 H -0.86345 -2.83691 -1.37282
18 H -2.40956 1.85264 -1.27630
19 H 1.58310 1.49944 1.37869
20 H -0.04310 -0.89227 2.22642
21 H 1.13257 -2.23883 1.98911
22 H -0.62702 -2.52526 1.65883
23 H 1.99808 -1.71543 -1.33290
24 H 2.50764 -2.03480 0.44952
25 H 3.37481 0.97555 0.26777
26 H -0.71350 3.10778 1.13834
27 H -1.98897 1.88077 1.44611
28 H -0.46166 1.98633 2.37996
29 H 3.51116 0.59301 -1.36559

Properties
multiplicity	1
relative energy (zero: lowest compared OMol25 entry of this formula, charge and spin)	327.6	kJ/mol
highest occupied orbital energy	-7.655	eV
Kohn-Sham gap	8.471	eV
LUMO	0.82	eV

The net atomic charges from natural (NBO), expressed in e, are:
1. C -0.21
2. C -0.21
3. C -0.20
4. C -0.23
5. C -0.06
6. C 0.16
7. C 0.24
8. C 0.04
9. C -0.65
10. C -0.41
11. C -0.40
12. N -0.65
13. N -0.31
14. N -0.46
15. H 0.21
16. H 0.22
17. H 0.22
18. H 0.22
19. H 0.15
20. H 0.22
21. H 0.21
22. H 0.22
23. H 0.21
24. H 0.19
25. H 0.32
26. H 0.19
27. H 0.22
28. H 0.20
29. H 0.35

=====

A single C11H15N3O2S molecule, computed with ωB97M-V/def2-TZVPD.

CARTESIAN COORDINATES (ANGSTROEM)
1 C -3.02839 -1.70453 -1.21102
2 C -4.15941 -0.82876 -0.68123
3 C -3.76129 0.63489 -0.47235
4 H -4.65546 1.25842 -0.51586
5 C -3.08696 0.92531 0.87236
6 N -1.80450 0.28125 1.03449
7 C -0.65355 0.77914 0.53366
8 S -0.61984 2.24223 -0.22505
9 N 0.42924 -0.04273 0.72582
10 C 1.77616 0.10449 0.45045
11 C 2.58336 -1.02330 0.66525
12 C 3.93647 -0.97741 0.43345
13 C 4.51211 0.20756 -0.01780
14 C 3.72573 1.33504 -0.23063
15 C 2.36896 1.28781 0.00133
16 H 1.76506 2.16282 -0.16415
17 H 4.19386 2.24400 -0.57542
18 N 5.92296 0.26140 -0.25722
19 O 6.39078 1.30618 -0.66282
20 O 6.57207 -0.74326 -0.03889
21 H 4.56313 -1.84101 0.59374
22 H 2.13370 -1.94155 1.01676
23 H 0.20988 -0.94717 1.12987
24 H -1.81160 -0.64957 1.42422
25 H -3.72829 0.59891 1.69402
26 H -2.92335 2.00325 0.95520
27 H -3.09558 0.95441 -1.27509
28 H -4.97565 -0.86183 -1.40546
29 H -4.54128 -1.24208 0.25594
30 H -3.39660 -2.70671 -1.41974
31 H -2.63110 -1.28836 -2.13395
32 H -2.21062 -1.78884 -0.49985

Properties
multiplicity	1
relative energy (zero: lowest compared OMol25 entry of this formula, charge and spin)	0.0	kJ/mol
highest occupied orbital energy	-8.619	eV
Kohn-Sham gap	8.207	eV
LUMO	-0.41	eV

The net atomic charges from natural (NBO), expressed in e, are:
1. C -0.60
2. C -0.40
3. C -0.41
4. H 0.21
5. C -0.22
6. N -0.59
7. C 0.29
8. S -0.23
9. N -0.60
10. C 0.27
11. C -0.26
12. C -0.17
13. C -0.02
14. C -0.14
15. C -0.29
16. H 0.26
17. H 0.25
18. N 0.53
19. O -0.38
20. O -0.39
21. H 0.25
22. H 0.21
23. H 0.38
24. H 0.38
25. H 0.20
26. H 0.24
27. H 0.22
28. H 0.21
29. H 0.19
30. H 0.21
31. H 0.21
32. H 0.18

=====

A molecular structure, C11H15NO, computed with ωB97M-V/def2-TZVPD.

CARTESIAN COORDINATES (ANGSTROEM)
1 C -4.06271 -0.46686 0.15116
2 C -1.67710 -0.06249 0.17844
3 C -1.55262 -1.36960 0.11780
4 C -0.20068 -1.79642 -0.17043
5 C 0.81875 -0.99617 -0.29905
6 C 2.24314 -1.22302 -0.67833
7 C 2.96890 0.12177 -0.03241
8 C 1.93493 1.11364 -0.54591
9 C 0.60918 0.39191 -0.07867
10 C -0.66937 0.95847 -0.04273
11 C -0.94489 2.36127 -0.27968
12 H -4.98133 0.13122 -0.35708
13 H -3.42443 -1.18076 -0.84734
14 H -4.41371 -1.12938 1.03123
15 H -2.10926 -2.21443 0.62398
16 H -0.12704 -2.94149 -0.28951
17 H 2.12698 -1.35008 -1.89099
18 H 2.65332 -2.26300 -0.43139
19 H 3.92368 0.13905 -0.43325
20 H 4.11931 0.77436 1.16022
21 H 2.77804 0.15164 1.99248
22 H 2.18457 2.15772 -0.26147
23 H 1.90215 1.10057 -1.61873
24 H -1.27791 2.64347 -1.27190
25 H -0.01916 2.80027 -0.13121
26 H -1.86189 2.66350 0.48220
27 N 3.52636 0.00938 1.30440
28 O -2.87038 0.53209 0.39886

Properties
multiplicity	1
relative energy (zero: lowest compared OMol25 entry of this formula, charge and spin)	497.1	kJ/mol
highest occupied orbital energy	-8.089	eV
Kohn-Sham gap	8.939	eV
LUMO	0.85	eV

The net atomic charges from natural (NBO), expressed in e, are:
1. C -0.31
2. C 0.31
3. C -0.36
4. C -0.15
5. C -0.10
6. C -0.43
7. C -0.04
8. C -0.47
9. C 0.03
10. C -0.04
11. C -0.63
12. H 0.21
13. H 0.21
14. H 0.20
15. H 0.25
16. H 0.20
17. H 0.21
18. H 0.23
19. H 0.19
20. H 0.36
21. H 0.35
22. H 0.21
23. H 0.23
24. H 0.23
25. H 0.22
26. H 0.23
27. N -0.80
28. O -0.53